Record 1
This record from the Open Molecules 2025 dataset describes a gas-phase ion, CHClNO6S (charge -1) at a distorted geometry. The level of theory is ωB97M-V with the def2-TZVPD basis set.

XYZ file:
```
11
Properties=species:S:1:pos:R:3
C -0.783 -0.548 0.751
N -1.921 0.243 0.581
O 2.067 -1.274 -0.611
O -1.940 1.399 1.022
O -2.972 -0.233 0.086
O 1.387 0.958 0.469
O 2.599 0.870 -1.655
O 0.232 -0.026 -1.608
S 1.568 0.008 -1.032
Cl 0.455 0.125 1.542
H -0.691 -1.522 0.454
```

## Properties
relative energy (zero: lowest compared OMol25 entry of this formula, charge and spin)	85.0	kcal/mol
total charge	-1

***

Record 2
This record from the Open Molecules 2025 dataset describes 2 unconnected molecules or ions with the total composition CHClNOS at a distorted geometry. The level of theory is ωB97M-V with the def2-TZVPD basis set.

XYZ file:
```
6
Properties=species:S:1:pos:R:3
C 0.010 0.802 0.851
N 0.293 -1.246 -0.354
O 1.031 1.006 1.410
S -1.572 1.173 0.659
Cl -0.723 -1.143 -1.753
H 0.961 -0.593 -0.813
```

## Properties
relative energy (zero: lowest compared OMol25 entry of this formula, charge and spin)	25.1	kcal/mol
total charge	-1

***

Record 3
This record from the Open Molecules 2025 dataset describes 2 unconnected molecules or ions with the total composition CHClO2S at a distorted geometry. The level of theory is ωB97M-V with the def2-TZVPD basis set.

XYZ file:
```
6
Properties=species:S:1:pos:R:3
C -2.168 0.386 -0.361
O -3.181 0.898 -0.478
O 0.735 -0.928 0.681
S 1.833 0.291 0.723
Cl 2.890 -0.095 -0.905
H -0.109 -0.552 0.340
```

## Properties
relative energy (zero: lowest compared OMol25 entry of this formula, charge and spin)	54.6	kcal/mol
2S+1	3

***

Record 4
This record from the Open Molecules 2025 dataset describes 2 unconnected molecules or ions with the total composition CHClO3 at a distorted geometry. The level of theory is ωB97M-V with the def2-TZVPD basis set.

XYZ file:
```
6
Properties=species:S:1:pos:R:3
C -1.323 -0.415 -0.702
O 1.271 0.642 0.601
O 1.000 -0.672 0.663
O -0.333 -1.012 -0.471
Cl -2.149 0.674 0.258
H 1.534 0.784 -0.347
```

## Properties
relative energy (zero: lowest compared OMol25 entry of this formula, charge and spin)	139.3	kcal/mol

***

Record 5
This record from the Open Molecules 2025 dataset describes a molecular structure, CHClO4S at a distorted geometry. The level of theory is ωB97M-V with the def2-TZVPD basis set.

XYZ file:
```
8
Properties=species:S:1:pos:R:3
C 0.663 0.336 -1.417
O 1.085 0.382 -2.585
O -0.545 1.171 1.438
O 0.413 -0.957 2.380
O 0.765 -0.581 -0.561
S -0.321 -0.280 1.348
Cl -2.152 -1.250 0.635
H 0.092 1.180 -1.238
```

## Properties
relative energy (zero: lowest compared OMol25 entry of this formula, charge and spin)	93.0	kcal/mol

***

Record 6
This record from the Open Molecules 2025 dataset describes a single CHClOS molecule at a distorted geometry. The level of theory is ωB97M-V with the def2-TZVPD basis set.

XYZ file:
```
5
Properties=species:S:1:pos:R:3
C -0.348 -0.294 0.102
O 1.015 1.556 -0.650
S 1.213 0.220 -0.145
Cl -0.594 -1.856 0.644
H -1.287 0.374 0.049
```

## Properties
relative energy (zero: lowest compared OMol25 entry of this formula, charge and spin)	7.9	kcal/mol

***

Record 7
This record from the Open Molecules 2025 dataset describes a molecular structure, CHDyF3MgNO3S2 at a distorted geometry. The level of theory is ωB97M-V with the def2-TZVPD basis set.

XYZ file:
```
13
Properties=species:S:1:pos:R:3
Mg 0.046 -1.609 -2.322
N -0.077 0.191 0.221
S -0.322 1.101 -1.084
O -0.273 0.297 -2.410
S 0.120 -1.548 0.140
O 1.810 -1.638 1.194
C -2.188 1.260 -0.922
F -2.459 1.929 0.186
F -2.738 0.056 -0.858
F -2.660 1.912 -1.970
Dy 1.624 0.344 2.144
O 3.126 -1.044 3.021
H 3.992 -1.250 2.661
```

## Properties
relative energy (zero: lowest compared OMol25 entry of this formula, charge and spin)	0.0	kcal/mol
total charge	+2
2S+1	6

***

Record 8
This record from the Open Molecules 2025 dataset describes a molecular structure, CHErFLiO3 at a distorted geometry. The level of theory is ωB97M-V with the def2-TZVPD basis set.

XYZ file:
```
8
Properties=species:S:1:pos:R:3
Li -3.260 0.186 0.832
O -0.591 -0.393 0.077
H -0.765 -1.409 -0.480
O 1.582 -0.129 0.097
O -1.921 -0.632 -0.279
C 0.507 0.377 0.100
F 0.226 1.587 -0.185
Er 4.223 0.413 -0.162
```

## Properties
total charge	+3
DFT total energy	-37698.268	eV
2S+1	5

***

Record 9
This record from the Open Molecules 2025 dataset describes a single CHF2IS molecule at a distorted geometry. The level of theory is ωB97M-V with the def2-TZVPD basis set.

XYZ file:
```
6
Properties=species:S:1:pos:R:3
C -0.190 -0.076 0.435
F 0.964 -0.238 1.007
F -0.840 -1.294 0.385
S 0.030 0.382 -1.567
I -1.316 1.434 1.358
H 1.352 -0.208 -1.618
```

## Properties
relative energy (zero: lowest compared OMol25 entry of this formula, charge and spin)	11.9	kcal/mol

***

Record 10
This record from the Open Molecules 2025 dataset describes a single CHF2NS molecule at a distorted geometry. The level of theory is ωB97M-V with the def2-TZVPD basis set.

XYZ file:
```
6
Properties=species:S:1:pos:R:3
C -0.278 -0.006 -0.739
N 0.206 -0.488 0.688
F -0.720 0.041 1.654
F 1.282 0.182 0.972
S 0.903 0.349 -1.839
H -1.392 -0.077 -0.737
```

## Properties
relative energy (zero: lowest compared OMol25 entry of this formula, charge and spin)	9.1	kcal/mol

***

Record 11
This record from the Open Molecules 2025 dataset describes a gas-phase ion, CHF2O3S (charge -1) at a distorted geometry. The level of theory is ωB97M-V with the def2-TZVPD basis set.

XYZ file:
```
8
Properties=species:S:1:pos:R:3
C -0.309 -0.914 0.037
O -0.488 1.526 1.187
O 1.155 0.809 2.778
O -0.174 -1.144 1.318
F 0.807 -1.348 -0.665
F -1.270 -1.715 -0.586
S -0.151 0.564 2.280
H -0.378 0.134 -0.433
```

## Properties
relative energy (zero: lowest compared OMol25 entry of this formula, charge and spin)	4.1	kcal/mol
total charge	-1

***

Record 12
This record from the Open Molecules 2025 dataset describes a molecular structure, CHF3HgO at a distorted geometry. The level of theory is ωB97M-V with the def2-TZVPD basis set.

XYZ file:
```
7
Properties=species:S:1:pos:R:3
C -1.109 -0.050 -0.044
F -1.709 0.683 -1.056
F -1.784 0.395 1.082
F -1.652 -1.312 -0.235
H 0.621 0.027 0.023
Hg 3.709 0.167 0.150
O 1.925 0.092 0.081
```

## Properties
total charge	-1
DFT total energy	-15425.249	eV
2S+1	2

***

Record 13
This record from the Open Molecules 2025 dataset describes a molecular structure, CHF3InO3S at a distorted geometry. The level of theory is ωB97M-V with the def2-TZVPD basis set.

XYZ file:
```
10
Properties=species:S:1:pos:R:3
S 0.860 0.711 -1.027
O 0.801 1.968 -0.189
O 1.704 -0.361 -0.315
C -0.907 0.089 -0.839
F -1.602 0.095 0.302
F -1.023 -1.307 -1.214
In 2.109 -0.398 1.670
O 0.101 -0.551 1.973
H -0.393 -1.133 1.276
F -1.651 0.886 -1.635
```

## Properties
relative energy (zero: lowest compared OMol25 entry of this formula, charge and spin)	0.0	kcal/mol
total charge	-1

***

Record 14
This record from the Open Molecules 2025 dataset describes a molecular structure, CHF3MnO3S at a distorted geometry. The level of theory is ωB97M-V with the def2-TZVPD basis set.

XYZ file:
```
10
Properties=species:S:1:pos:R:3
S -0.545 0.392 -1.370
O -1.938 -0.116 -1.044
O -0.261 1.846 -0.878
C 0.499 -0.479 -0.044
F 0.496 -1.847 -0.366
F 1.815 -0.140 -0.424
Mn -0.615 3.524 -1.776
O 0.170 -0.146 1.171
H 0.197 -1.075 2.096
F 0.182 -1.958 2.634
```

## Properties
total charge	-2
DFT total energy	-57501.451	eV
2S+1	6

***

Record 15
This record from the Open Molecules 2025 dataset describes a single CHF3N2S molecule at a distorted geometry. The level of theory is ωB97M-V with the def2-TZVPD basis set.

XYZ file:
```
8
Properties=species:S:1:pos:R:3
C -1.202 0.530 0.535
N 2.078 -1.035 -0.644
N 1.114 -0.330 -0.464
F -0.814 1.100 -0.618
F -1.773 1.345 1.326
F -2.155 -0.388 0.249
S 0.245 -0.340 1.229
H 2.506 -0.882 -1.613
```

## Properties
relative energy (zero: lowest compared OMol25 entry of this formula, charge and spin)	71.6	kcal/mol

***

Record 16
This record from the Open Molecules 2025 dataset describes 2 unconnected molecules or ions with the total composition CHF3N3 at a distorted geometry. The level of theory is ωB97M-V with the def2-TZVPD basis set.

XYZ file:
```
8
Properties=species:S:1:pos:R:3
C -2.249 -0.135 0.297
N -2.499 -1.270 -0.357
N -1.263 -0.819 -0.187
N 2.027 0.179 -0.393
F -2.688 0.895 0.757
F 1.938 1.499 -0.007
F 1.703 -0.582 0.608
H 3.029 0.233 -0.719
```

## Properties
relative energy (zero: lowest compared OMol25 entry of this formula, charge and spin)	77.2	kcal/mol
total charge	+1

***

Record 17
This record from the Open Molecules 2025 dataset describes a gas-phase ion, CHF3N3 (charge +1) at a distorted geometry. The level of theory is ωB97M-V with the def2-TZVPD basis set.

XYZ file:
```
8
Properties=species:S:1:pos:R:3
C 3.188 0.046 0.159
N 2.161 -0.121 -0.314
N 0.971 -0.444 -0.197
N 0.115 0.439 -0.006
F 4.342 0.421 0.176
F 0.401 1.395 1.094
F -0.075 1.399 -1.119
H -0.975 0.194 0.316
```

## Properties
relative energy (zero: lowest compared OMol25 entry of this formula, charge and spin)	72.5	kcal/mol
total charge	+1

***

Record 18
This record from the Open Molecules 2025 dataset describes a molecular structure, CHF3NO5S2V at a distorted geometry. The level of theory is ωB97M-V with the def2-TZVPD basis set.

XYZ file:
```
14
Properties=species:S:1:pos:R:3
O -1.106 2.183 0.899
V 1.973 0.902 0.480
H 1.209 0.628 2.841
N -0.844 0.449 -0.856
S 0.036 -0.825 -1.039
O 1.373 -0.711 -0.321
O 0.169 -1.622 -2.258
S -0.191 1.914 -0.267
O 1.974 1.130 2.247
O -0.405 2.954 -1.320
C -1.134 -1.951 0.055
F -2.430 -1.757 -0.148
F -0.851 -3.206 -0.265
F -0.849 -1.777 1.340
```

## Properties
total charge	-1
DFT total energy	-68291.521	eV
2S+1	4

***

Record 19
This record from the Open Molecules 2025 dataset describes 2 unconnected molecules or ions with the total composition CHF3O at a distorted geometry. The level of theory is ωB97M-V with the def2-TZVPD basis set.

XYZ file:
```
6
Properties=species:S:1:pos:R:3
C -2.828 0.208 -0.112
O -2.762 1.254 0.405
F 0.050 -0.448 0.577
F -2.240 -0.177 -1.250
F -3.451 -0.837 0.461
H 0.614 -0.854 1.228
```

## Properties
relative energy (zero: lowest compared OMol25 entry of this formula, charge and spin)	6.6	kcal/mol

***

Record 20
This record from the Open Molecules 2025 dataset describes a single CHF3O4S molecule at a distorted geometry. The level of theory is ωB97M-V with the def2-TZVPD basis set.

XYZ file:
```
10
Properties=species:S:1:pos:R:3
C 3.246 0.496 0.026
O 1.659 -1.384 1.289
O 2.140 -1.651 -1.096
O 0.102 0.816 0.953
O 0.183 0.265 -0.319
F 4.147 -0.270 0.632
F 3.561 0.758 -1.213
F 3.009 1.612 0.702
S 1.898 -0.810 0.001
H -0.488 0.295 1.510
```

## Properties
relative energy (zero: lowest compared OMol25 entry of this formula, charge and spin)	0.0	kcal/mol
2S+1	3